one.
9
Properties=species:S:1:pos:R:3:nbo_charge:R:1 method="wB97M-V/def2-TZVPD" homo_lumo_gap_ha=0.32336 homo_ev=-9.74
C -0.37 -0.78 0.31 0.2502
H 0.32 -1.41 1.99 0.4791
C 0.72 -0.22 -2.59 0.0530
H 0.07 -0.62 -1.82 0.2423
H -0.98 2.51 1.91 0.2458
C -0.79 1.55 1.48 -0.0938
N 1.46 0.23 -3.36 -0.3410
C -0.58 0.46 1.01 -0.2429
O 0.15 -1.71 1.07 -0.5927

two.
9
Properties=species:S:1:pos:R:3:nbo_charge:R:1 method="wB97M-V/def2-TZVPD" homo_lumo_gap_ha=0.40420 homo_ev=-10.74
N -1.01 -0.41 -3.39 -0.2588
O 1.13 -0.48 1.30 -0.6794
H 1.17 -1.05 0.51 0.4751
C -1.01 0.09 -2.35 0.2200
H -0.89 -0.87 1.71 0.2022
C -0.20 -0.05 1.44 -0.1458
H -0.22 0.69 2.25 0.2202
C -0.69 0.46 0.15 0.1210
C -0.91 0.51 -1.03 -0.1544

three.
9
Properties=species:S:1:pos:R:3:nbo_charge:R:1 method="wB97M-V/def2-TZVPD" homo_lumo_gap_ha=0.37976 homo_ev=-10.52
N 0.66 3.23 1.52 -0.2893
C 1.28 0.77 0.56 -0.0016
C 0.95 2.20 1.05 0.2314
C 0.06 0.05 0.07 -0.6411
C 2.51 0.17 1.12 0.3660
O 2.55 0.67 -0.06 -0.3725
H -0.75 0.08 0.71 0.2425
H -0.28 0.38 -0.83 0.2296
H 0.13 -0.97 -0.18 0.2352

Which of them is most stable, and which least? Most stable: two; least stable: one.

one.
52
Properties=species:S:1:pos:R:3:nbo_charge:R:1 method="wB97M-V/def2-TZVPD" homo_lumo_gap_ha="0.30226 / 0.31757" homo_ev="-11.20 / -11.46" multiplicity=3 total_charge=+1
C 2.43 -0.04 5.84 -0.2297
H -3.45 4.41 0.02 0.2560
H 1.28 0.01 7.69 0.2492
H 1.35 -3.48 0.56 0.3643
N -4.73 -2.44 -7.70 -0.2479
O 3.79 -1.18 2.65 -0.6527
C 3.10 -1.38 1.66 0.9022
H 1.73 -1.63 7.16 0.2323
H -2.56 -1.48 -2.64 0.2225
H -1.54 -1.11 -7.45 0.2440
C -0.88 4.29 2.25 -0.2260
N -0.11 -0.54 -3.14 -0.3396
O 2.30 -0.49 1.17 -0.6783
Cl -2.62 6.31 1.95 0.0625
S -0.13 -1.08 2.97 -0.1962
C -2.60 4.01 0.55 -0.2293
N 0.87 -0.20 -1.20 -0.5361
C -1.75 -1.21 -6.39 -0.1333
H 1.36 0.46 -4.35 0.2409
C -2.98 -1.69 -5.98 -0.1633
Cl 1.03 2.35 2.62 0.0818
N 1.95 -0.33 4.50 -0.5717
C -0.38 3.05 1.92 -0.0903
H 2.38 -3.28 -0.72 0.3704
H 2.51 1.04 5.96 0.2094
V 0.87 0.17 0.81 1.3092
C -3.26 -1.79 -4.62 -0.1221
H 0.16 -0.47 -5.81 0.2252
C -0.98 2.25 0.93 0.2928
C -2.31 -1.41 -3.69 -0.2497
C -0.80 -0.83 -5.46 -0.2331
H 2.64 -0.40 3.75 0.4543
C 1.64 0.37 -2.17 -0.0506
C -3.95 -2.09 -6.93 0.2501
H -0.42 4.89 3.01 0.2530
S -0.14 -0.80 5.91 0.3624
C 0.68 -0.70 4.38 -0.0198
H 3.62 -3.33 1.43 0.4007
H -4.22 -2.16 -4.29 0.2418
C -1.07 -0.93 -4.10 0.2311
Cl -2.77 1.80 -1.00 0.0392
N 3.08 -2.57 1.01 -0.4691
C -2.00 4.76 1.56 -0.0310
H 3.43 -0.48 5.96 0.2326
O -0.43 1.10 0.67 -0.6246
H 2.56 0.87 -1.94 0.2331
C 1.44 -0.63 6.83 -0.5317
C 1.04 0.16 -3.38 -0.0641
H -0.93 -1.30 -1.30 0.2250
C -2.09 2.76 0.24 -0.0756
N 2.03 -2.85 0.12 -0.6531
C -0.17 -0.74 -1.80 0.2329

two.
52
Properties=species:S:1:pos:R:3:nbo_charge:R:1 method="wB97M-V/def2-TZVPD" homo_lumo_gap_ha="0.29755 / 0.31736" homo_ev="-11.44 / -11.54" multiplicity=3 total_charge=+1
C 0.25 2.90 1.45 -0.0615
H 3.59 -2.99 0.97 0.3717
C 0.45 0.67 -4.20 -0.0703
N -0.65 2.13 2.17 -0.3450
N 0.18 0.83 0.61 -0.5736
O 0.34 -1.60 3.25 -0.6137
C -0.67 0.90 1.63 0.2358
H 0.46 3.92 1.69 0.2447
H 2.26 -2.73 -1.56 0.4226
C -2.60 4.22 4.52 -0.1284
S -0.61 -3.05 -1.65 -0.0717
H 3.60 -1.35 1.04 0.3607
N 3.00 -2.16 1.02 -0.6637
Cl -2.37 2.22 -6.54 0.0476
C 2.97 -3.97 -3.19 -0.2250
H -2.98 5.23 4.60 0.2422
V 0.25 -1.00 -0.48 1.3542
N 2.25 -2.22 2.21 -0.4838
N -4.20 4.04 7.63 -0.2577
O 0.36 -1.85 1.02 -0.7354
H -2.57 1.30 6.23 0.2432
C -3.61 3.71 6.70 0.2556
H -1.23 0.61 4.27 0.2487
Cl -2.49 0.16 -1.55 0.0500
H 1.47 2.31 -0.27 0.2340
C -2.85 3.30 5.53 -0.1588
C -1.88 3.83 3.40 -0.2483
H 2.52 -6.10 -3.29 0.2358
H -1.28 0.10 2.00 0.2466
C -2.28 1.16 -4.07 -0.2398
C -0.20 1.26 -5.27 -0.2377
H 2.57 -5.30 -4.87 0.2546
C -0.25 0.34 -3.05 0.2857
H 3.87 -4.26 -2.66 0.2254
H 2.72 -2.13 3.09 0.3959
C 0.93 -1.87 2.24 0.8907
Cl 2.15 0.34 -4.28 0.0301
H -3.35 1.35 -4.02 0.2566
C -2.37 2.00 5.44 -0.1263
O 0.35 -0.23 -1.98 -0.6966
C -1.41 2.54 3.32 0.2241
C 0.72 -3.70 -2.45 -0.0284
C 2.30 -5.19 -3.82 -0.5398
C -1.56 1.50 -5.20 -0.0073
H -1.71 4.53 2.59 0.2326
C 0.75 2.08 0.49 -0.0703
S 0.51 -4.87 -3.70 0.3954
C -1.64 1.61 4.33 -0.2500
H 0.36 1.53 -6.16 0.2555
H 3.23 -3.22 -3.94 0.2156
N 2.00 -3.42 -2.25 -0.5576
C -1.62 0.59 -3.00 -0.0648

Which of them is most stable, and which least? Most stable: two; least stable: one.

one.
16
Properties=species:S:1:pos:R:3:nbo_charge:R:1 method="wB97M-V/def2-TZVPD" homo_lumo_gap_ha=0.33766 homo_ev=-8.65
N -1.08 -1.86 -1.18 -0.2445
H 1.63 3.18 0.49 0.1108
H -2.93 -2.60 -1.10 0.1795
C 1.14 -1.56 -0.89 -0.4451
H -2.70 -1.08 0.19 0.2351
C -2.30 -1.83 -0.72 -0.1366
N 1.08 0.90 0.12 -0.8258
S 1.15 2.02 1.25 0.2196
N -1.44 0.54 0.58 -0.7300
H 1.14 -2.44 -1.54 0.2477
H 1.51 -2.02 0.15 0.1878
C -0.23 0.25 0.05 0.5406
H -1.12 1.54 0.96 0.3414
H 1.88 0.23 0.15 0.4201
H 2.05 -0.90 -1.34 0.1956
N -0.20 -0.91 -0.74 -0.2960

two.
16
Properties=species:S:1:pos:R:3:nbo_charge:R:1 method="wB97M-V/def2-TZVPD" homo_lumo_gap_ha=0.32163 homo_ev=-8.58
C -2.52 0.86 -0.25 -0.4318
N -1.29 -0.01 -0.12 -0.5361
C 3.10 -0.84 -0.20 -0.1139
H -3.26 0.16 -0.71 0.2143
H 0.63 -1.45 0.62 0.3458
H -2.92 1.42 0.69 0.2067
N 0.91 -0.31 0.10 -0.4607
H -2.17 1.78 -0.85 0.2497
N 0.08 1.91 0.16 -0.7770
H 2.83 -1.90 -0.20 0.1543
H 4.24 -0.43 -0.72 0.2009
H -1.42 -2.06 1.25 0.0995
H 1.11 2.09 0.11 0.3611
N 2.22 0.01 0.01 -0.2413
S -1.45 -1.83 -0.04 0.1933
C -0.08 0.59 0.15 0.5353

Which of them is most stable, and which least? Most stable: one; least stable: two.